i:
The following is a DFT calculation (ωB97M-V/def2-TZVPD) of one molecule with the formula C4H8O.

The geometry in XYZ format:
```
13
Properties=species:S:1:pos:R:3:lowdin_charge:R:1
C -0.79 0.32 -0.33 -0.33
C -2.17 -0.31 0.05 -0.02
C 1.98 0.42 0.20 -0.17
C 0.76 -0.49 -0.12 -0.16
O -0.83 1.49 -0.58 0.06
H 0.51 -1.23 0.64 0.07
H -2.35 -1.38 0.05 0.07
H -2.96 0.09 -0.57 0.08
H -2.25 -0.01 1.01 0.04
H 3.02 -0.08 -0.02 0.09
H 2.00 0.84 1.32 0.10
H 1.93 1.26 -0.53 0.06
H 1.14 -0.93 -1.10 0.10
```

- E_HOMO: -9.36 eV
- SMILES: CCC(C)=O
- LUMO level: 0.037 hartree

ii:
The following is a DFT calculation (ωB97M-V/def2-TZVPD) of a 2-piece molecular cluster, C4H8O overall.

The geometry in XYZ format:
```
13
Properties=species:S:1:pos:R:3:lowdin_charge:R:1
C 1.48 -1.25 -1.65 -0.08
C 0.32 -1.22 -2.28 -0.09
H 1.70 -1.97 -0.87 0.05
H 2.28 -0.58 -1.94 0.04
H -0.48 -1.91 -2.03 0.04
H 0.09 -0.47 -3.03 0.04
O -0.99 -0.64 2.40 0.05
C -0.98 0.23 1.58 -0.34
C -0.61 1.66 1.79 -0.06
H -1.28 0.01 0.54 0.11
H -0.34 1.89 2.82 0.08
H -1.44 2.30 1.51 0.08
H 0.24 1.94 1.16 0.08
```

- E_HOMO: -9.85 eV
- SMILES: CC=O.C=C
- LUMO level: 0.038 hartree

ii is preferred energetically. Next in line: 0.069 eV higher.

i:
The following is a DFT calculation (ωB97M-V/def2-TZVPD) of one molecule with the formula C4H8O.

The geometry in XYZ format:
```
13
Properties=species:S:1:pos:R:3:lowdin_charge:R:1
O 2.30 -0.22 2.15 0.04
C 1.18 -0.08 1.71 -0.27
C 0.80 -0.21 0.27 -0.18
C -0.67 0.20 0.01 -0.27
C -1.00 0.08 -1.47 -0.13
H 0.41 0.14 2.47 0.12
H 1.48 0.39 -0.34 0.12
H 0.92 -1.23 -0.06 0.12
H -1.29 -0.52 0.56 0.11
H -0.85 1.21 0.35 0.11
H -2.05 0.28 -1.67 0.07
H -0.77 -0.88 -1.95 0.07
H -0.45 0.83 -2.04 0.07
```

- E_HOMO: -9.79 eV
- SMILES: CCCC=O
- LUMO level: 0.039 hartree

ii:
The following is a DFT calculation (ωB97M-V/def2-TZVPD) of C4H8O as an isolated structure.

The geometry in XYZ format:
```
13
Properties=species:S:1:pos:R:3:lowdin_charge:R:1
C -1.27 -0.87 -0.01 -0.07
C -0.04 -0.10 0.46 -0.31
C 1.27 -0.36 -0.30 -0.16
O 1.36 1.00 -0.74 -0.10
C 0.20 1.33 0.00 -0.21
H -2.18 -0.47 0.44 0.08
H -1.19 -1.92 0.27 0.08
H -1.38 -0.81 -1.10 0.08
H 0.06 -0.17 1.55 0.13
H 1.21 -1.05 -1.14 0.12
H 2.15 -0.62 0.31 0.12
H 0.36 2.13 0.83 0.13
H -0.54 1.91 -0.58 0.12
```

- E_HOMO: -9.44 eV
- LUMO level: 0.041 hartree

i is preferred energetically. Next in line: 0.981 eV higher.

i:
The following is a DFT calculation (ωB97M-V/def2-TZVPD) of one molecule with the formula C5H7FO.

The geometry in XYZ format:
```
14
Properties=species:S:1:pos:R:3:lowdin_charge:R:1
C -0.68 0.26 0.44 -0.16
C -1.80 -0.77 0.94 -0.05
C -2.07 -0.25 -0.30 -0.36
C 0.61 0.01 -0.08 -0.33
C 1.78 0.85 0.13 -0.04
O 0.83 -1.22 -0.64 0.03
F -2.97 0.66 -0.72 0.02
H -0.82 1.31 0.80 0.13
H -1.33 -1.81 0.98 0.09
H -1.75 -0.67 -1.30 0.15
H 2.49 0.72 -0.73 0.10
H 2.46 0.45 1.03 0.15
H 1.43 1.86 0.28 0.09
H 1.83 -1.40 -0.83 0.17
```

- E_HOMO (spin up / spin down): -7.40 / -7.40 eV
- LUMO level (spin up / spin down): -0.004 / -0.004 hartree

ii:
The following is a DFT calculation (ωB97M-V/def2-TZVPD) of one molecule with the formula C5H7FO.

The geometry in XYZ format:
```
14
Properties=species:S:1:pos:R:3:lowdin_charge:R:1
C 0.77 -0.74 -0.33 -0.22
C 0.94 -0.29 1.03 0.03
C 1.84 0.26 0.02 -0.30
C -0.46 0.08 -0.62 -0.25
C -1.71 -0.41 0.03 -0.01
O -0.39 1.34 -1.02 0.08
F 3.17 -0.06 -0.02 0.01
H 0.91 -1.72 -0.80 0.14
H 0.48 -0.19 1.88 0.04
H 1.65 1.30 -0.26 0.14
H -1.81 -1.41 0.17 0.07
H -2.60 -0.04 -0.41 0.08
H -1.68 0.05 0.94 0.06
H -1.12 1.84 -0.63 0.13
```

- E_HOMO (spin up / spin down): -7.36 / -7.14 eV
- LUMO level (spin up / spin down): 0.014 / 0.012 hartree

iii:
The following is a DFT calculation (ωB97M-V/def2-TZVPD) of C5H7FO as an isolated structure.

The geometry in XYZ format:
```
14
Properties=species:S:1:pos:R:3:lowdin_charge:R:1
C -0.61 0.56 0.27 -0.38
C 0.88 0.55 0.82 -0.11
C 1.50 0.03 -0.46 -0.20
C -0.60 -0.95 -0.11 -0.29
C -2.05 -0.25 -0.09 0.06
H 1.22 1.69 0.97 0.16
H 1.01 -0.22 1.64 0.13
H 1.69 0.65 -1.42 0.14
H 2.65 -0.44 -0.27 0.17
H -0.64 -1.53 0.91 0.16
H -2.32 0.67 -1.03 0.20
H -2.86 -0.92 0.44 0.11
O 0.63 -1.13 -0.81 -0.12
F -0.51 1.29 -0.86 -0.04
```

- E_HOMO: -8.90 eV
- LUMO level: 0.034 hartree

i is preferred energetically. Next in line: 0.388 eV higher.

i:
The following is a DFT calculation (ωB97M-V/def2-TZVPD) of one molecule with the formula C4H11N3S.

The geometry in XYZ format:
```
19
Properties=species:S:1:pos:R:3:lowdin_charge:R:1
C -1.15 -0.52 0.96 -0.23
C 0.26 0.11 0.69 -0.32
C 0.13 1.39 -0.23 -0.30
C 1.20 -0.91 0.01 -0.82
H -2.50 0.00 -0.54 0.08
H -2.62 -1.47 -0.10 0.09
H -0.97 -1.48 1.52 0.14
H -1.70 0.19 1.59 0.11
H 0.73 0.43 1.62 0.12
H -0.65 2.06 0.24 0.12
H -0.44 1.14 -1.15 0.12
H 1.98 1.64 -1.02 0.04
H 1.82 2.30 0.44 0.09
H 1.26 -2.23 -1.55 0.10
H -0.35 -1.53 -1.11 0.08
N -1.89 -0.77 -0.28 -0.03
N 1.32 2.12 -0.45 0.00
N 0.67 -1.66 -0.96 0.09
S 2.88 -0.82 0.34 0.53
```

- E_HOMO: -7.95 eV
- SMILES: NCC(CN)C(N)=S
- LUMO level: 0.023 hartree

ii:
The following is a DFT calculation (ωB97M-V/def2-TZVPD) of a 3-piece molecular cluster, C4H11N3S overall.

The geometry in XYZ format:
```
19
Properties=species:S:1:pos:R:3:lowdin_charge:R:1
C -0.77 -1.98 -0.74 -0.07
C 0.72 2.74 -0.99 -0.10
C 0.17 -1.85 -1.97 -0.31
C -1.16 0.05 2.93 -0.13
N 0.57 1.59 -0.49 0.00
N 0.76 -0.82 -2.36 0.08
N -0.29 0.35 2.07 -0.46
S 1.36 0.00 2.23 0.74
H -0.26 -2.66 -0.14 0.04
H -0.71 -0.89 -0.35 0.07
H -1.66 -2.30 -1.18 0.04
H 1.54 0.34 0.97 -0.19
H 0.72 3.70 -0.55 0.05
H 1.08 2.83 -2.08 0.09
H 0.23 -2.80 -2.40 0.07
H 0.15 1.70 0.44 0.01
H -1.04 -0.26 3.87 0.02
H -2.13 0.17 2.59 0.05
H 0.74 0.08 -1.87 0.00
```

- E_HOMO: -8.48 eV
- SMILES: [H]/N=C\C.C=NS.C=N
- LUMO level: 0.029 hartree

i is preferred energetically. Next in line: 3.757 eV higher.

i:
The following is a DFT calculation (ωB97M-V/def2-TZVPD) of a 2-piece molecular cluster, C4H3NO overall.

The geometry in XYZ format:
```
9
Properties=species:S:1:pos:R:3:lowdin_charge:R:1
O -1.34 -0.10 -1.10 0.02
C -0.18 -0.20 -1.42 -0.24
C 0.96 0.09 -0.57 -0.07
C 1.97 0.34 0.04 0.17
C -1.26 -0.30 2.71 -0.10
N -1.48 0.00 1.60 0.03
H -1.61 0.14 0.60 0.01
H 0.08 -0.54 -2.45 0.13
H 2.86 0.58 0.58 0.05
```

- E_HOMO: -10.97 eV
- LUMO level: -0.030 hartree

ii:
The following is a DFT calculation (ωB97M-V/def2-TZVPD) of one molecule with the formula C4H3NO.

The geometry in XYZ format:
```
9
Properties=species:S:1:pos:R:3:lowdin_charge:R:1
O 1.58 -1.15 0.09 -0.03
C 0.10 0.15 0.69 -0.05
C -0.55 1.02 -0.20 -0.13
C -1.12 1.77 -0.96 0.15
C 0.09 -1.28 0.57 -0.46
N -0.64 -2.22 0.74 0.27
H 1.58 -1.30 -0.87 0.09
H 0.57 0.59 1.57 0.13
H -1.63 2.43 -1.63 0.04
```

- E_HOMO (spin up / spin down): -10.28 / -8.22 eV
- LUMO level (spin up / spin down): -0.037 / -0.077 hartree

iii:
The following is a DFT calculation (ωB97M-V/def2-TZVPD) of one molecule with the formula C4H3NO.

The geometry in XYZ format:
```
9
Properties=species:S:1:pos:R:3:lowdin_charge:R:1
O 0.14 -1.67 0.69 0.03
C 0.00 -0.46 0.04 -0.39
C -0.21 0.74 0.76 -0.09
C -0.29 1.75 1.41 0.13
C 0.33 -0.39 -1.24 -0.11
N 0.27 -0.41 -2.47 0.15
H 0.94 -1.56 1.22 0.11
H -0.80 -0.65 -2.40 0.14
H -0.38 2.64 1.99 0.03
```

- E_HOMO: -8.80 eV
- SMILES: C#CC(O)=C=N
- LUMO level: 0.014 hartree

i is preferred energetically. Next in line: 0.648 eV higher.

i:
The following is a DFT calculation (ωB97M-V/def2-TZVPD) of a 14-piece molecular cluster, H28O14 overall.

The geometry in XYZ format:
```
42
Properties=species:S:1:pos:R:3:lowdin_charge:R:1
O -9.15 -7.72 8.65 -0.07
H -9.63 -7.47 9.52 0.04
H -8.68 -8.48 8.96 0.03
O -7.62 -9.16 6.66 -0.06
H -7.36 -9.29 5.74 0.04
H -8.51 -8.82 6.59 -0.04
O -14.68 -8.35 6.47 -0.03
H -14.38 -7.68 5.85 0.05
H -13.88 -8.86 6.56 0.03
O -14.56 -6.89 8.96 -0.06
H -15.14 -7.41 9.53 0.06
H -14.44 -7.51 8.23 -0.01
O -10.44 -10.00 5.12 -0.09
H -10.16 -9.06 4.94 0.01
H -10.42 -10.05 6.05 -0.07
O -12.90 -8.50 11.25 -0.04
H -12.30 -9.09 10.84 0.01
H -13.02 -8.80 12.19 0.10
O -10.18 -10.69 7.74 -0.02
H -10.96 -10.65 8.29 0.04
H -9.95 -11.61 7.73 0.06
O -9.61 -7.57 5.68 -0.02
H -8.96 -6.97 5.36 0.07
H -10.31 -7.07 6.02 -0.03
O -10.38 -4.49 9.00 -0.02
H -10.85 -3.68 8.84 0.03
H -10.57 -5.00 8.21 -0.01
O -14.21 -10.20 9.08 -0.02
H -13.54 -9.55 9.12 -0.05
H -14.04 -10.72 9.85 0.02
O -10.49 -6.72 10.88 -0.04
H -11.35 -7.17 10.96 0.02
H -10.74 -5.90 10.46 0.01
O -13.38 -4.59 8.22 -0.04
H -13.40 -3.99 8.95 0.04
H -13.46 -5.43 8.64 -0.03
O -11.85 -8.18 8.15 -0.03
H -11.84 -7.40 7.62 -0.02
H -10.90 -8.36 8.32 0.01
O -11.39 -5.82 6.62 -0.04
H -12.28 -5.97 6.27 0.09
H -11.38 -4.97 6.23 0.08
```

- E_HOMO: -10.02 eV
- LUMO level: -0.010 hartree

ii:
The following is a DFT calculation (ωB97M-V/def2-TZVPD) of a 14-piece molecular cluster, H28O14 overall.

The geometry in XYZ format:
```
42
Properties=species:S:1:pos:R:3:lowdin_charge:R:1
O -6.01 -5.57 -1.49 -0.06
H -6.57 -6.02 -0.83 0.02
H -5.15 -5.91 -1.40 0.01
O -4.68 -5.55 -4.62 -0.08
H -5.46 -5.01 -4.80 0.02
H -4.91 -6.12 -3.88 -0.03
O -5.97 -3.14 -3.43 -0.07
H -6.38 -2.91 -2.57 0.01
H -6.68 -2.80 -4.01 0.07
O -7.47 -5.73 0.77 -0.03
H -6.82 -5.59 1.46 0.09
H -7.94 -6.54 1.05 0.08
O -6.54 -2.82 -0.66 -0.04
H -6.50 -3.77 -0.54 0.00
H -5.67 -2.46 -0.46 0.06
O -5.10 -7.81 -3.01 -0.01
H -5.92 -7.78 -2.54 0.01
H -5.12 -8.63 -3.41 0.05
O -9.30 -3.62 0.49 -0.07
H -8.56 -4.23 0.40 -0.03
H -9.98 -3.73 -0.19 0.04
O -2.33 -7.15 -2.84 -0.05
H -3.22 -7.51 -2.71 0.00
H -2.03 -7.36 -3.73 0.07
O -7.64 -5.74 -3.55 -0.05
H -7.64 -6.70 -3.60 0.02
H -7.09 -5.55 -2.80 -0.06
O -1.68 -5.70 -0.35 -0.04
H -2.52 -5.29 -0.15 0.01
H -1.64 -5.97 -1.25 -0.01
O -6.65 -8.98 0.84 -0.04
H -6.18 -8.16 1.16 0.06
H -6.70 -9.57 1.57 0.04
O -7.84 -7.82 -1.58 -0.02
H -7.73 -8.17 -0.72 -0.02
H -8.44 -7.09 -1.45 0.06
O -4.08 -7.26 -0.12 -0.06
H -4.15 -8.25 0.01 0.09
H -3.23 -6.95 -0.43 -0.01
O -3.40 -3.77 -2.03 -0.05
H -4.28 -3.88 -2.38 -0.02
H -2.89 -4.07 -2.79 0.05
```

- E_HOMO: -10.22 eV
- LUMO level: -0.024 hartree

ii is preferred energetically. Next in line: 0.450 eV higher.